Record 1
24
Properties=species:S:1:pos:R:3:mulliken_charge:R:1 method="wB97M-V/def2-TZVPD" gap_ev=6.29 e_lumo_ev=-0.54 multiplicity=1 homo_ha=-0.2510
C 2.322 1.989 -0.142 -0.3370
C 1.258 1.499 -0.909 -0.2542
C 2.897 1.242 0.749 -0.4215
C 1.466 -0.489 0.262 -0.1781
C 0.743 0.292 -0.624 -0.3258
C -1.137 -1.487 -0.679 -0.7590
C -1.325 -1.730 0.681 -0.7346
C -1.630 0.673 -1.686 -0.3716
C -0.498 -0.305 -1.274 0.5674
C -1.252 -0.890 1.765 -0.2840
N 2.551 -0.088 0.873 -0.6238
N -2.102 1.546 -0.957 -0.2693
S -2.117 2.031 0.531 -0.0913
S -0.482 0.601 1.831 -0.1245
H 2.798 2.991 -0.309 0.3224
H 0.629 2.162 -1.553 0.3321
H 3.658 1.639 1.454 0.3376
H 1.170 -1.434 0.475 0.7016
H -1.585 -2.194 -1.306 0.4985
H -1.790 -2.628 0.874 0.4563
H -2.093 0.638 -2.651 0.4591
H 0.026 -0.806 -2.128 0.3673
H -1.739 -1.255 2.604 0.4632
H -1.160 0.768 2.964 0.2692

***

Record 2
25
Properties=species:S:1:pos:R:3:mulliken_charge:R:1 method="wB97M-V/def2-TZVPD" gap_ev="5.68 / 5.68" total_charge=+1 e_lumo_ev="-5.99 / -5.99" multiplicity=1 homo_ha="-0.4289 / -0.4289"
C -2.171 1.805 0.808 -0.2277
C -1.782 0.979 1.947 -0.5053
C -1.782 1.362 -0.398 -0.7972
C 1.229 1.595 -0.286 -0.4778
C -0.975 -0.103 1.796 -0.2150
C -0.898 0.200 -0.596 -0.4099
C 2.220 2.133 -1.023 -0.4020
C 0.776 0.603 -2.337 -0.4251
C 0.627 -2.435 -0.545 0.2473
C 0.208 -1.738 0.697 0.0857
N 0.399 0.789 -1.065 0.6057
N -0.561 -0.659 0.627 0.2481
N 1.356 -3.539 -0.260 -0.3922
O 0.072 -2.123 -1.594 -0.4823
S 2.128 1.539 -2.660 0.0226
H -2.750 2.760 1.052 0.3661
H -2.117 1.454 2.812 0.4350
H -1.934 1.822 -1.379 0.4317
H 0.872 1.632 0.674 0.4701
H -0.712 -0.536 2.837 0.2161
H -1.103 -0.679 -1.260 0.6797
H 3.047 2.762 -0.891 0.4674
H 0.299 -2.076 1.624 0.5242
H 2.089 -3.368 0.416 0.2555
H 1.465 -4.179 -0.995 0.2791

***

Taking the records one at a time from the top gives energy above the lowest of the compared OMol25 structures with the same formula, charge and spin values of 15.5 218.1 kJ/mol.